{"formula": "C4H5NO2", "method": "ωB97M-V/def2-TZVPD", "smiles": "CC(=O)C=O.C#N", "total_charge": 0, "energy_ha": -360.5989, "fmax_ev_per_a": 1.354, "elements": ["O", "O", "N", "C", "C", "C", "C", "H", "H", "H", "H", "H"], "positions_angstrom": [[0.07, -1.09, -0.87], [-2.77, 0.49, 0.24], [3.00, -0.45, 1.05], [-0.49, -0.14, -0.36], [-2.01, -0.36, -0.14], [2.43, -1.24, 0.43], [-0.01, 1.26, -0.01], [0.56, 1.28, 0.93], [1.82, -1.89, -0.17], [0.64, 1.67, -0.79], [-2.32, -1.38, -0.42], [-0.91, 1.85, 0.11]]}



{"formula": "C4H14N3", "method": "ωB97M-V/def2-TZVPD", "smiles": "NCCNCC[NH3+]", "total_charge": 1, "energy_ha": -324.7374, "fmax_ev_per_a": 4.377, "elements": ["N", "N", "N", "C", "C", "C", "C", "H", "H", "H", "H", "H", "H", "H", "H", "H", "H", "H", "H", "H", "H"], "positions_angstrom": [[-1.25, -0.14, -0.05], [0.95, -0.74, -2.09], [1.08, -0.97, 1.57], [0.41, 0.37, 1.86], [-0.91, 0.75, -1.14], [0.60, 0.59, -1.45], [-1.11, 0.27, 1.45], [0.32, -1.57, 1.60], [0.98, 1.53, -2.20], [0.82, 1.17, 1.31], [1.67, -1.23, 2.38], [-1.59, 1.29, 1.54], [0.48, 0.79, 2.93], [-2.33, -0.47, -0.12], [0.15, -1.30, -2.47], [1.52, -1.36, -1.42], [-0.87, 2.01, -0.79], [1.60, -0.57, -2.88], [1.11, 0.81, -0.39], [-1.75, -0.47, 2.11], [-1.56, 0.52, -2.00]]}



{"formula": "C31H55BrFeNP3", "method": "ωB97M-V/def2-TZVPD", "multiplicity": 5, "total_charge": 2, "s2": 6.018, "energy_ha": -6130.0491, "fmax_ev_per_a": 4.196, "elements": ["Br", "Fe", "P", "P", "P", "N", "C", "C", "C", "C", "C", "C", "C", "C", "C", "C", "C", "C", "C", "C", "C", "C", "C", "C", "C", "C", "C", "C", "C", "C", "C", "C", "C", "C", "C", "C", "C", "H", "H", "H", "H", "H", "H", "H", "H", "H", "H", "H", "H", "H", "H", "H", "H", "H", "H", "H", "H", "H", "H", "H", "H", "H", "H", "H", "H", "H", "H", "H", "H", "H", "H", "H", "H", "H", "H", "H", "H", "H", "H", "H", "H", "H", "H", "H", "H", "H", "H", "H", "H", "H", "H", "H"], "positions_angstrom": [[1.67, 3.44, -4.06], [0.05, 1.26, -1.29], [1.15, 0.40, 1.64], [-0.25, -1.88, -0.65], [2.51, 0.75, -1.66], [-5.23, -1.25, 3.29], [0.69, -3.28, 0.19], [-1.91, 2.24, -1.35], [5.32, 0.05, -1.80], [-0.04, 3.26, -2.99], [-5.49, -1.13, 1.98], [3.03, 2.41, -0.92], [3.86, 0.81, 2.17], [2.11, 0.56, -3.47], [-1.24, 3.44, -0.93], [3.25, 0.65, -4.48], [-4.75, -0.27, 1.12], [-3.78, 0.64, 1.67], [0.85, 1.91, 2.70], [3.93, -0.40, -1.34], [-1.12, -1.83, -3.31], [2.17, -3.38, -0.18], [0.18, -0.79, 4.22], [-1.96, 1.96, -2.77], [-2.88, 1.50, -0.40], [-4.33, -0.44, 3.83], [2.76, -0.24, 2.22], [0.01, -2.35, -2.43], [-3.57, 0.48, 3.07], [-0.98, 2.46, -3.62], [-2.27, -2.97, 1.08], [-2.99, 1.62, 0.90], [-2.01, -2.39, -0.31], [-0.19, 3.94, -1.78], [3.95, 3.26, -1.78], [-0.02, -0.65, 2.70], [1.47, 2.13, 4.07], [0.98, -1.89, -2.70], [3.47, 2.25, 0.08], [4.11, 4.25, -1.30], [3.68, -1.37, -1.81], [2.82, 0.82, -5.47], [0.60, -3.15, 1.30], [-0.36, -0.01, 4.79], [4.94, 2.79, -2.01], [3.37, 3.47, -2.71], [-1.06, -0.22, 2.51], [5.35, 0.28, -2.88], [-0.99, -2.19, -4.34], [0.00, -1.68, 2.25], [2.34, -3.42, -1.27], [-2.09, -2.21, 1.87], [3.44, 1.80, 2.31], [-2.59, -1.46, -0.41], [-2.11, -2.16, -2.95], [-1.67, 3.97, 0.00], [-2.76, 1.33, -3.17], [3.92, -0.59, -0.25], [4.59, 0.62, 2.95], [0.13, -3.45, -2.50], [-4.87, -0.43, 0.04], [-0.25, 1.92, 2.83], [2.58, -4.32, 0.23], [-3.33, -3.27, 1.16], [1.08, 1.47, 4.86], [-2.34, -3.10, -1.09], [-3.34, 0.63, -0.93], [2.75, -2.55, 0.27], [3.01, -1.14, 1.64], [-0.87, 2.27, -4.73], [-1.13, -0.72, -3.30], [0.49, 4.77, -1.58], [1.51, -0.35, -3.61], [2.60, -0.58, 3.25], [1.40, 1.38, -3.74], [5.65, 0.94, -1.24], [6.04, -0.76, -1.62], [0.17, -4.23, -0.05], [-2.73, 1.02, 3.55], [-0.22, -1.76, 4.55], [1.17, 3.14, 4.40], [-2.25, 2.18, 1.49], [1.11, 2.76, 2.04], [3.93, 1.49, -4.27], [2.10, 2.98, -0.70], [4.35, 0.82, 1.20], [1.22, -0.75, 4.55], [2.56, 2.10, 4.11], [-1.66, -3.86, 1.34], [3.83, -0.29, -4.52], [-4.09, -0.58, 4.91], [-6.25, -1.81, 1.58]]}



{"formula": "C6H10", "method": "ωB97M-V/def2-TZVPD", "smiles": "C1C[C@@H]2C[C@@H]2C1", "total_charge": 0, "energy_ha": -234.5799, "fmax_ev_per_a": 1.229, "elements": ["C", "C", "C", "C", "C", "C", "H", "H", "H", "H", "H", "H", "H", "H", "H", "H"], "positions_angstrom": [[-0.54, 0.89, -0.62], [1.27, -0.30, 0.56], [-0.94, -0.55, -0.45], [0.90, 1.04, -0.16], [-1.51, 0.51, 0.46], [0.18, -1.36, 0.14], [2.27, -0.60, 0.24], [0.63, -2.07, -0.57], [1.34, -0.13, 1.64], [-0.34, -2.03, 0.85], [1.03, 1.91, 0.51], [1.55, 1.23, -1.02], [-1.18, 0.56, 1.49], [-1.63, -1.10, -1.07], [-2.56, 0.75, 0.31], [-0.89, 1.50, -1.46]]}



{"formula": "C17H48N4O3PPdSi4Te", "method": "ωB97M-V/def2-TZVPD", "total_charge": 1, "energy_ha": -3016.4345, "fmax_ev_per_a": 1.262, "elements": ["Te", "Pd", "P", "Si", "Si", "Si", "Si", "O", "O", "O", "N", "N", "N", "N", "C", "C", "C", "C", "C", "C", "C", "C", "C", "C", "C", "C", "C", "C", "C", "C", "C", "H", "H", "H", "H", "H", "H", "H", "H", "H", "H", "H", "H", "H", "H", "H", "H", "H", "H", "H", "H", "H", "H", "H", "H", "H", "H", "H", "H", "H", "H", "H", "H", "H", "H", "H", "H", "H", "H", "H", "H", "H", "H", "H", "H", "H", "H", "H", "H"], "positions_angstrom": [[-1.50, -0.55, -0.24], [-0.26, 0.26, -2.29], [-1.33, -0.80, -5.23], [0.18, -2.61, 2.66], [-2.25, 0.38, 3.18], [-0.34, -0.41, 2.03], [1.43, 1.12, 2.37], [-2.08, -0.26, -4.03], [-1.92, -0.93, -6.57], [1.09, -1.15, -2.12], [-0.87, -2.75, -3.29], [-0.61, 2.63, -2.16], [-0.81, 1.72, -5.49], [-1.54, 2.92, -1.24], [0.02, 0.47, -5.44], [-3.79, -0.54, 2.62], [2.87, 0.50, -1.88], [1.27, 2.62, 1.26], [-2.03, 0.11, 5.02], [-0.60, -2.42, -4.73], [-0.76, 4.86, -1.87], [3.12, 0.33, 2.19], [2.29, -0.84, -1.43], [-0.14, 3.81, -2.55], [1.29, 1.66, 4.16], [-1.66, 4.24, -1.03], [-2.47, 2.21, 2.81], [0.95, -2.57, 4.37], [-1.40, -3.63, 2.68], [1.37, -3.37, 1.43], [3.26, -1.97, -1.70], [-1.16, -4.68, 2.88], [2.86, -2.93, -1.36], [-1.63, 2.81, 3.17], [0.28, -2.11, 5.10], [3.16, 0.44, -2.94], [0.58, 0.37, -6.37], [0.66, 3.86, -3.28], [0.73, 0.56, -4.62], [-3.38, 2.59, 3.29], [2.35, -2.88, 1.45], [-0.60, -1.96, -2.67], [-1.49, 1.65, -4.72], [3.47, -2.03, -2.77], [1.89, -2.00, 4.37], [2.16, 2.26, 4.43], [-2.35, 4.63, -0.30], [-2.00, 2.15, -0.75], [0.48, -2.46, -4.88], [-4.64, -0.19, 3.21], [0.40, 2.27, 4.34], [-4.02, -0.36, 1.57], [-2.87, 0.57, 5.55], [-3.69, -1.61, 2.77], [-1.07, -3.17, -5.35], [1.51, -4.43, 1.64], [-0.58, 5.91, -1.97], [-1.92, -3.57, 1.73], [-1.86, -2.93, -3.14], [2.14, 1.30, -1.76], [1.25, 0.81, 4.85], [3.27, -0.44, 2.95], [4.21, -1.81, -1.18], [2.07, -0.79, -0.36], [-1.35, 1.73, -6.37], [2.05, 3.35, 1.50], [3.88, 1.09, 2.34], [3.76, 0.76, -1.31], [-0.28, 2.58, -5.39], [3.29, -0.13, 1.21], [0.30, 3.10, 1.41], [1.36, 2.35, 0.21], [-0.33, -3.55, -2.98], [-2.03, -0.95, 5.27], [-2.58, 2.38, 1.73], [1.18, -3.58, 4.72], [-2.08, -3.29, 3.46], [-1.11, 0.55, 5.41], [0.97, -3.28, 0.42]]}



{"formula": "C17H59N25O14P", "method": "ωB97M-V/def2-TZVPD", "total_charge": -1, "energy_ha": -3447.1422, "fmax_ev_per_a": 8.493, "elements": ["P", "O", "O", "O", "O", "O", "O", "O", "O", "O", "O", "O", "O", "O", "O", "N", "N", "N", "N", "N", "N", "N", "N", "N", "N", "N", "N", "N", "N", "N", "N", "N", "N", "N", "N", "N", "N", "N", "N", "N", "C", "C", "C", "C", "C", "C", "C", "C", "C", "C", "C", "C", "C", "C", "C", "C", "C", "H", "H", "H", "H", "H", "H", "H", "H", "H", "H", "H", "H", "H", "H", "H", "H", "H", "H", "H", "H", "H", "H", "H", "H", "H", "H", "H", "H", "H", "H", "H", "H", "H", "H", "H", "H", "H", "H", "H", "H", "H", "H", "H", "H", "H", "H", "H", "H", "H", "H", "H", "H", "H", "H", "H", "H", "H", "H", "H"], "positions_angstrom": [[2.06, -0.65, -0.11], [7.23, -4.26, -4.61], [1.90, 6.51, 0.41], [-2.45, 3.15, 1.02], [-1.94, -2.00, 0.84], [0.84, 7.86, 3.83], [7.66, -3.69, 2.75], [6.27, 1.78, -1.79], [-6.60, -1.53, 0.50], [-11.28, -1.51, -0.39], [3.36, -4.29, -2.14], [-3.68, 5.92, -0.46], [6.74, -6.49, -1.67], [4.34, 3.28, -1.95], [-4.81, 0.27, 7.16], [-0.61, 2.63, -0.17], [-4.08, -2.52, 0.37], [2.37, 8.51, 1.34], [-5.23, 4.40, 0.16], [4.63, -6.94, -1.04], [7.38, -3.47, 0.52], [-0.54, 6.38, 4.82], [4.19, -4.63, -4.21], [7.71, -2.27, -3.67], [6.69, -5.35, 1.58], [-10.44, -1.85, -2.46], [-3.98, -0.07, 5.10], [2.11, -5.35, -3.68], [-1.40, 4.75, -0.17], [-3.61, -0.84, 1.82], [9.36, -3.76, -4.06], [-7.32, 0.60, 0.50], [-8.73, -1.08, 1.07], [-6.06, -0.79, 5.62], [-12.52, -2.57, -1.93], [6.21, -8.55, -0.93], [0.08, 6.09, 2.66], [2.12, 0.93, -0.96], [-5.87, 6.44, -0.58], [4.02, 7.01, 0.95], [5.91, -7.28, -1.24], [-3.14, -1.80, 1.00], [-1.55, 3.49, 0.28], [0.50, -1.52, -0.89], [4.96, 1.96, -2.12], [2.96, 1.94, -0.15], [8.05, -3.48, -4.14], [2.71, 7.30, 0.87], [-7.49, -0.72, 0.68], [3.56, -1.63, -0.88], [3.23, -4.73, -3.27], [-11.41, -1.95, -1.52], [-4.85, 5.61, -0.30], [-4.94, -0.17, 6.03], [0.17, 6.84, 3.78], [3.29, 3.32, -0.95], [7.27, -4.14, 1.68], [2.23, 2.25, 0.75], [-4.07, -0.43, 4.16], [0.45, -1.23, -2.04], [-6.19, 4.13, 0.30], [-0.47, 5.25, 2.60], [1.39, 8.76, 1.30], [-6.84, 6.20, -0.46], [4.36, -5.99, -1.26], [6.58, -5.89, 2.43], [-3.12, 0.39, 5.37], [7.81, -2.56, 0.56], [-4.49, 3.74, 0.38], [1.36, -5.45, -3.01], [0.58, -2.68, -0.74], [3.88, 1.43, 0.38], [-1.11, 5.55, 4.79], [3.34, -2.78, -0.85], [3.53, 4.20, -0.18], [0.60, 6.40, 1.85], [-8.90, -2.06, 1.22], [4.52, -1.30, -0.29], [7.07, -3.83, -0.37], [-13.27, -2.67, -1.26], [3.03, 9.17, 1.73], [4.39, 1.00, -2.54], [-10.53, -2.21, -3.39], [-4.59, -0.67, 1.97], [-6.41, 0.92, 0.21], [10.05, -3.13, -3.68], [9.66, -4.67, -4.40], [0.14, 2.89, -0.78], [1.98, -5.72, -4.61], [3.65, -1.21, -2.00], [6.36, -5.74, 0.71], [2.29, 3.66, -1.49], [-12.65, -2.94, -2.86], [-0.50, 6.92, 5.68], [-6.18, -1.16, 4.69], [-0.46, -1.11, -0.38], [-0.66, 5.05, -0.78], [-2.93, -0.28, 2.31], [4.32, 6.11, 0.61], [4.71, 7.64, 1.33], [4.10, -4.99, -5.14], [-6.81, -0.89, 6.29], [-9.59, -1.39, -2.19], [-2.08, 5.43, 0.15], [-9.48, -0.42, 1.23], [5.55, -9.22, -0.58], [5.05, -4.17, -3.94], [8.36, -1.61, -3.29], [-0.69, 1.67, 0.14], [7.17, -8.85, -1.07], [-8.05, 1.29, 0.64], [-5.63, 7.36, -0.93], [-3.77, -3.25, -0.25], [-5.07, -2.37, 0.49], [3.93, -7.58, -0.69], [6.73, -2.02, -3.71]]}